No. 1
{"formula": "C8H10N3O4", "method": "ωB97M-V with the def2-TZVPD basis set", "molar_mass_g_mol": 212.2, "total_charge": 1, "homo_ev": -13.1, "gap_ev": 8.83, "symbols": ["O", "N", "C", "N", "C", "N", "O", "C", "C", "C", "O", "C", "C", "C", "O", "H", "H", "H", "H", "H", "H", "H", "H", "H", "H"], "positions_angstrom": [[-1.773, 0.057, -2.430], [-1.587, -0.433, -1.376], [-0.305, -1.080, -1.271], [-0.543, -2.241, -0.274], [-1.301, -1.797, 1.031], [-0.992, -0.636, 1.239], [-1.055, 0.381, 2.102], [-0.011, 1.355, 1.705], [-0.383, 1.980, 0.383], [-0.011, 1.408, -0.774], [-0.130, 1.905, -2.081], [0.757, 0.053, -0.831], [1.753, 0.000, 0.301], [1.391, 0.633, 1.611], [2.100, 0.692, 2.550], [0.170, -1.501, -2.235], [-1.198, -3.060, -0.552], [0.232, -2.746, 0.080], [-2.075, -2.476, 1.360], [0.022, 2.098, 2.604], [-0.683, 3.056, 0.313], [-0.445, 2.747, -2.080], [1.369, 0.049, -1.672], [2.506, 0.589, -0.140], [2.194, -1.030, 0.438]]}

=====

No. 2
{"formula": "Br2FH2PSi", "method": "ωB97M-V with the def2-TZVPD basis set", "molar_mass_g_mol": 239.9, "homo_ev": [-6.8, -10.0], "gap_ev": [7.08, 6.23], "spin_multiplicity": 3, "symbols": ["F", "Si", "P", "Br", "Br", "H", "H"], "positions_angstrom": [[-1.588, 1.290, -0.453], [1.612, 0.060, -0.896], [-0.884, 0.024, 0.231], [1.724, -1.834, 0.417], [2.515, 1.511, 0.626], [-1.475, -0.813, -0.907], [-1.904, -0.238, 0.982]]}

=====

No. 3
{"formula": "C5H8N2", "method": "ωB97M-V with the def2-TZVPD basis set", "molar_mass_g_mol": 96.1, "homo_ev": -7.8, "gap_ev": 8.80, "symbols": ["C", "C", "C", "N", "C", "N", "C", "H", "H", "H", "H", "H", "H", "H", "H"], "positions_angstrom": [[1.418, 0.252, 1.902], [0.479, -0.123, 0.797], [0.324, -1.347, 0.196], [-0.482, -1.182, -0.908], [-0.841, 0.134, -1.022], [-1.525, 0.579, -2.176], [-0.293, 0.808, 0.040], [2.266, 0.803, 1.477], [0.946, 0.908, 2.642], [1.822, -0.622, 2.422], [0.731, -2.317, 0.452], [-0.667, -1.870, -1.620], [-2.532, 0.595, -2.061], [-1.225, 1.521, -2.397], [-0.420, 1.862, 0.258]]}

=====

No. 4
{"formula": "C6H12N", "method": "ωB97M-V with the def2-TZVPD basis set", "molar_mass_g_mol": 98.2, "total_charge": 2, "homo_ev": [-18.8, -21.2], "gap_ev": [7.55, 9.72], "spin_multiplicity": 2, "symbols": ["C", "C", "C", "C", "C", "C", "N", "H", "H", "H", "H", "H", "H", "H", "H", "H", "H", "H", "H"], "positions_angstrom": [[2.382, 0.165, 0.406], [1.203, 0.929, 0.948], [0.076, 1.074, -0.064], [-0.938, -0.134, -0.048], [-2.181, -0.021, 0.515], [-0.275, -1.319, -0.686], [-0.807, -0.783, -1.713], [3.284, 0.461, 0.933], [2.425, 0.285, -0.676], [2.236, -0.901, 0.577], [1.514, 1.739, 1.594], [0.691, 0.052, 1.795], [0.354, 1.230, -1.086], [-0.599, 1.889, 0.223], [-2.320, 0.610, 1.394], [-3.077, -0.614, 0.337], [-0.358, -2.359, -0.358], [0.459, -0.259, 2.434], [-1.320, -1.521, -2.233]]}

=====

Q: Which electronic energy values were calculated for the entries above? A: -775.5329 -5879.8738 -304.8303 -289.5793, in Eh.